Record 1
ORCA calculation (ωB97M-V/def2-TZVPD) on a cluster of 2 separate species, C4H6NP in total.

```
12
Properties=species:S:1:pos:R:3:mulliken_charge:R:1
H -2.33 -0.93 1.29 0.24
N -1.93 -0.13 0.93 -0.46
P -0.64 0.58 1.44 0.13
C -0.49 1.73 0.08 -0.79
C -0.51 2.53 -0.79 0.50
H -0.75 3.18 -1.61 0.38
C 0.96 -0.54 -0.56 -0.87
C 1.23 -1.64 0.07 -0.28
H 0.01 -0.65 -1.10 0.40
H 1.71 0.31 -0.46 0.32
H 0.49 -2.54 0.09 0.21
H 2.25 -1.89 0.62 0.20
```

Values from the calculation:
HOMO energy ... -0.3363 Ha
SMILES ... [H]/N=P/C#C.C=C
Energy above the lowest of the compared OMol25 structures with the same formula, charge and spin ... 86.7 kcal/mol
HOMO-LUMO gap ... 8.86 eV

Record 2
ORCA calculation (ωB97M-V/def2-TZVPD) on the molecule C23H22FN5O3.

```
54
Properties=species:S:1:pos:R:3:mulliken_charge:R:1
C -3.23 -5.97 3.44 -0.83
O -4.04 -4.82 3.53 -0.47
C -3.66 -3.71 2.84 0.92
C -4.50 -2.60 2.97 -0.72
C -4.21 -1.42 2.31 -0.26
C -3.08 -1.32 1.50 0.13
N -2.80 -0.12 0.81 0.30
C -3.90 0.76 0.43 -0.83
C -3.57 1.50 -0.86 -0.94
C -2.32 2.34 -0.65 -0.48
N -1.31 1.47 -0.10 -0.11
C -1.54 0.30 0.56 0.24
N -0.42 -0.32 0.91 -0.71
C 0.57 0.48 0.46 1.31
C 0.06 1.60 -0.18 -0.42
C 0.88 2.60 -0.78 0.55
O 0.53 3.61 -1.36 -0.75
N 2.24 2.28 -0.61 -0.06
C 3.20 3.17 -1.25 -1.31
C 4.04 2.47 -2.29 0.72
C 5.38 2.82 -2.45 -0.58
C 6.17 2.21 -3.41 -0.73
C 5.63 1.22 -4.23 -0.37
C 4.31 0.86 -4.08 -0.75
C 3.54 1.48 -3.12 0.63
F 2.24 1.10 -3.01 -0.30
C 2.79 1.19 0.04 0.74
O 3.99 1.04 0.13 -0.67
N 1.91 0.28 0.58 -0.03
C 2.41 -0.90 1.25 -1.12
C -2.25 -2.43 1.37 -0.83
C -2.53 -3.61 2.03 -0.42
H -3.17 -6.34 2.42 0.34
H -3.72 -6.72 4.07 0.24
H -2.22 -5.78 3.82 0.33
H -5.37 -2.68 3.60 0.42
H -4.86 -0.57 2.46 0.44
H -4.79 0.14 0.29 0.59
H -4.09 1.49 1.23 0.29
H -4.41 2.13 -1.15 0.42
H -3.39 0.77 -1.66 0.33
H -1.93 2.76 -1.58 0.37
H -2.51 3.16 0.04 0.23
H 2.61 3.96 -1.71 0.45
H 3.86 3.60 -0.49 0.39
H 5.80 3.58 -1.81 0.35
H 7.20 2.50 -3.52 0.38
H 6.25 0.74 -4.97 0.37
H 3.86 0.09 -4.70 0.43
H 1.80 -1.09 2.13 0.35
H 3.45 -0.72 1.52 0.38
H 2.35 -1.77 0.58 0.31
H -1.37 -2.36 0.76 0.39
H -1.87 -4.44 1.91 0.38
```

Values from the calculation:
HOMO energy ... -0.2713 Ha
SMILES ... COc1ccc(N2CCCn3c2nc2c3c(=O)n(Cc3ccccc3F)c(=O)n2C)cc1
Energy above the lowest of the compared OMol25 structures with the same formula, charge and spin ... 0.4 kcal/mol
HOMO-LUMO gap ... 7.98 eV

Record 3
ORCA calculation (ωB97M-V/def2-TZVPD) on a structure of composition C8H16O.

```
25
Properties=species:S:1:pos:R:3:mulliken_charge:R:1
C 1.36 -0.25 -0.63 0.38
C 1.68 -1.45 0.25 -1.32
C 2.08 1.04 -0.29 -1.36
H 1.56 -0.51 -1.67 0.42
H 0.13 0.16 0.03 -0.18
H 1.52 -1.24 1.31 0.28
H 1.56 1.86 -0.78 0.35
H 2.72 -1.75 0.10 0.42
H 1.09 -2.31 -0.06 0.32
H 3.11 1.03 -0.66 0.42
H 2.08 1.23 0.78 0.29
C -1.29 -1.28 -1.36 -1.45
C -1.39 1.94 0.92 -1.38
C -0.71 0.07 -1.05 1.22
C -1.20 0.47 0.73 0.65
C -1.54 -0.47 1.61 -0.97
O -0.83 1.05 -1.77 -0.68
H -2.38 -1.23 -1.31 0.41
H -0.97 -2.06 -0.67 0.29
H -1.02 -1.55 -2.39 0.36
H -1.74 2.40 -0.01 0.32
H -0.44 2.42 1.17 0.25
H -2.10 2.15 1.72 0.43
H -1.38 -1.52 1.44 0.23
H -1.91 -0.21 2.60 0.30
```

Values from the calculation:
HOMO energy ... -0.2982 Ha
Energy above the lowest of the compared OMol25 structures with the same formula, charge and spin ... 100.3 kcal/mol
HOMO-LUMO gap ... 9.03 eV

Record 4
ORCA calculation (ωB97M-V/def2-TZVPD) on the molecule C15H23NO3.

```
42
Properties=species:S:1:pos:R:3:mulliken_charge:R:1
C 3.35 3.31 -0.85 -1.20
C 4.13 2.04 -1.17 -0.25
C 4.65 1.32 0.07 -0.72
C 3.54 0.66 0.89 -0.77
O 2.75 -0.25 0.15 -0.29
C 3.37 -1.48 -0.15 -0.39
C 2.36 -2.42 -0.81 -0.72
C 1.23 -2.83 0.13 -0.88
N 0.37 -1.71 0.44 -0.02
C -0.96 -1.72 0.21 0.44
O -1.55 -2.71 -0.16 -0.71
C -1.65 -0.42 0.46 -0.01
C -1.17 0.55 1.33 -0.70
C -1.89 1.72 1.51 -0.77
C -3.07 1.93 0.84 -0.58
C -3.58 0.95 -0.02 0.75
O -4.76 1.24 -0.63 -0.43
C -5.32 0.28 -1.49 -0.80
C -2.86 -0.22 -0.20 -0.12
H 3.96 3.99 -0.26 0.30
H 2.45 3.08 -0.29 0.30
H 3.06 3.81 -1.76 0.36
H 4.97 2.29 -1.81 0.36
H 3.48 1.35 -1.72 0.21
H 5.17 2.03 0.72 0.43
H 5.38 0.56 -0.23 0.30
H 2.84 1.41 1.24 0.34
H 3.98 0.15 1.76 0.41
H 3.75 -1.94 0.78 0.34
H 4.22 -1.33 -0.83 0.31
H 1.93 -1.91 -1.68 0.29
H 2.88 -3.31 -1.15 0.38
H 1.65 -3.23 1.06 0.29
H 0.60 -3.59 -0.33 0.43
H 0.86 -0.83 0.59 0.31
H -0.25 0.40 1.88 0.56
H -1.52 2.48 2.18 0.39
H -3.64 2.84 0.97 0.44
H -5.53 -0.66 -0.96 0.34
H -6.26 0.71 -1.84 0.23
H -4.67 0.08 -2.34 0.33
H -3.21 -1.02 -0.84 0.54
```

Values from the calculation:
HOMO energy ... -0.3145 Ha
SMILES ... CCCCOCCCNC(=O)c1cccc(OC)c1
Energy above the lowest of the compared OMol25 structures with the same formula, charge and spin ... 46.0 kcal/mol
HOMO-LUMO gap ... 9.38 eV

Record 5
ORCA calculation (ωB97M-V/def2-TZVPD) on a cluster of 6 separate species, C24H39Cl15O5 in total.

```
83
Properties=species:S:1:pos:R:3:mulliken_charge:R:1
C 2.28 -2.34 2.26 0.71
O 3.32 -3.33 2.44 -0.47
C 4.64 -2.72 2.38 -0.47
C 4.94 -2.36 0.83 0.03
C 5.05 -0.77 0.67 0.83
C 4.75 -0.25 -0.84 -0.78
C 3.23 -0.62 -1.22 -0.16
C 3.07 -1.56 -2.51 -0.61
C 1.52 -1.94 -2.65 -0.87
C 1.20 -3.49 -2.83 0.27
C 2.02 -4.60 -2.06 0.16
O 3.06 -4.58 -1.40 -0.48
O 1.19 -5.77 -2.26 -0.37
C -0.22 -5.35 -2.25 -0.80
C -0.22 -3.74 -2.05 -0.41
C -0.26 -3.48 -0.48 -0.26
C -1.70 -3.87 0.19 -0.88
C -2.93 -3.83 -0.84 -0.33
C -4.28 -3.62 0.02 -0.71
C -4.33 -2.17 0.74 -0.35
O -5.50 -1.42 0.30 -0.41
C -4.98 -0.32 -0.45 0.63
C -4.54 1.06 0.23 -0.20
O -4.89 -0.47 -1.69 -0.57
H 1.79 -2.41 1.22 -0.46
H 1.44 -2.45 3.04 0.37
H 2.66 -1.26 2.36 -0.41
H 4.71 -1.83 3.08 0.28
H 5.37 -3.57 2.65 0.23
H 5.95 -2.79 0.50 0.48
H 4.15 -2.82 0.15 -0.17
H 4.36 -0.24 1.43 -0.58
H 6.11 -0.43 0.95 -0.28
H 5.53 -0.63 -1.58 0.36
H 4.79 0.90 -0.76 0.24
H 2.64 -1.05 -0.34 -0.09
H 2.68 0.36 -1.48 0.43
H 3.79 -2.44 -2.55 0.38
H 3.35 -0.90 -3.42 0.30
H 0.97 -1.43 -1.79 0.33
H 1.14 -1.41 -3.60 0.38
H 0.98 -3.76 -3.92 0.42
H -0.77 -5.47 -3.25 0.29
H -0.92 -5.89 -1.53 0.30
H -0.97 -3.13 -2.65 0.53
H -0.11 -2.37 -0.20 0.34
H 0.52 -4.06 0.12 0.18
H -1.82 -3.16 1.08 0.29
H -1.53 -4.91 0.65 0.39
H -2.84 -2.97 -1.59 0.25
H -2.98 -4.86 -1.34 0.23
H -4.37 -4.45 0.80 0.32
H -5.13 -3.63 -0.75 0.34
H -4.35 -2.34 1.88 0.30
H -3.35 -1.62 0.49 0.18
H -3.50 0.96 0.68 0.27
H -5.28 1.25 1.10 0.34
H -4.55 1.93 -0.49 -0.23
Cl 8.87 0.01 1.48 -0.13
C 8.69 0.30 3.22 -0.04
Cl 8.08 1.93 3.52 -0.12
Cl 7.63 -0.91 3.95 -0.10
H 9.68 0.21 3.68 0.38
Cl 2.78 1.01 3.78 -0.11
C 3.42 2.41 2.90 -0.12
Cl 5.14 2.65 3.28 -0.07
Cl 3.19 2.21 1.16 -0.11
H 2.88 3.30 3.22 0.42
Cl -5.21 4.02 -2.19 -0.14
C -4.51 5.20 -1.07 0.00
Cl -5.78 6.24 -0.39 -0.07
Cl -3.62 4.39 0.22 -0.13
H -3.82 5.83 -1.62 0.33
Cl -7.85 9.91 -3.57 -0.12
C -6.22 9.48 -3.05 -0.01
Cl -5.90 10.12 -1.43 -0.11
Cl -6.00 7.72 -3.08 -0.09
H -5.51 9.92 -3.74 0.32
Cl -7.95 10.67 2.84 -0.12
C -6.56 9.69 2.34 0.50
Cl -5.05 10.43 2.88 -0.12
Cl -6.71 8.04 2.96 -0.13
H -6.55 9.64 1.25 -0.13
```

Values from the calculation:
HOMO energy ... -0.3392 Ha
SMILES ... COCCCCCCC[C@H]1C(=O)OC[C@H]1CCCCCOC(C)=O.ClC(Cl)Cl.ClC(Cl)Cl.ClC(Cl)Cl.ClC(Cl)Cl.ClC(Cl)Cl
HOMO-LUMO gap ... 9.28 eV

Record 6
ORCA calculation (ωB97M-V/def2-TZVPD) on a cluster of 2 separate species, C14H16 in total.

```
30
Properties=species:S:1:pos:R:3:mulliken_charge:R:1
C 2.14 2.21 2.35 -1.56
C 0.52 2.35 -1.61 -0.58
C 1.87 2.76 -1.42 -0.50
C -0.23 2.01 -0.53 -0.35
C 2.36 2.75 -0.10 -0.46
C 0.26 1.93 0.75 -0.41
C 1.60 2.24 0.95 1.05
H 0.20 2.41 -2.65 0.35
H 2.46 3.20 -2.21 0.41
H -1.27 1.70 -0.63 0.24
H 3.28 3.26 0.20 0.31
H -0.38 1.64 1.57 0.35
H 1.65 3.00 2.92 0.33
H 3.22 2.14 2.48 0.40
H 1.76 1.30 2.87 0.33
C -2.95 -2.91 0.99 -1.21
C 0.32 -1.77 -1.55 -0.32
C -0.65 -2.72 -1.99 -0.85
C 0.23 -1.30 -0.25 -0.71
C -1.78 -3.07 -1.21 -0.29
C -1.00 -1.48 0.45 -0.55
C -1.96 -2.42 -0.03 0.51
H 1.19 -1.57 -2.18 0.41
H -0.70 -2.88 -3.09 0.17
H 1.13 -0.88 0.21 0.43
H -2.37 -3.93 -1.47 0.35
H -1.02 -1.00 1.43 0.24
H -3.90 -3.32 0.59 0.38
H -3.51 -2.06 1.45 0.29
H -2.45 -3.58 1.69 0.22
```

Values from the calculation:
Net charge ... -1
2S+1 ... 2
HOMO energy (spin up / spin down) ... 0.0288 / -0.1228 Ha
Energy above the lowest of the compared OMol25 structures with the same formula, charge and spin ... 24.0 kcal/mol
HOMO-LUMO gap (spin up / spin down) ... 2.45 / 6.52 eV